(one)
The following is a DFT calculation (wB97M-V/def2-TZVPD) of a 40-piece molecular cluster, H80O40 overall.

Geometry as XYZ:
```
120
H80O40 wB97M-V/def2-TZVPD
H -6.13709 -0.46780 -0.13239
H -6.04807 -0.12637 -1.70288
O -5.55439 -0.54969 -1.00305
H 5.38154 1.21305 -4.25290
H 5.03498 -0.17625 -4.58676
O 4.81147 0.71775 -4.77782
H 0.43186 4.50716 2.24787
H 1.39815 3.78791 3.05152
O 1.10451 4.71485 2.79981
H -3.22329 -4.09774 -3.67076
H -2.17578 -4.16285 -4.72439
O -2.56905 -4.62286 -3.94963
H -3.03224 -2.77734 0.56977
H -3.97066 -3.43715 1.40961
O -3.13715 -3.73011 0.96406
H 2.12631 -2.21420 5.31552
O 1.35544 -1.82503 5.55032
H 2.66168 0.65305 -1.03651
O 2.83387 -0.26478 -1.16366
H 4.03090 3.82134 3.41894
H 2.77142 4.88643 3.77266
O 3.76659 4.61422 3.65236
H 6.09434 0.82936 2.90807
H 5.00549 0.49654 3.93908
O 5.71772 1.05785 3.81424
H -2.25031 -0.74927 -2.39700
H -3.63155 -0.37186 -3.04713
O -2.70345 -0.48485 -3.14096
H -3.82429 1.60818 0.84740
H -3.11556 1.26181 2.13237
O -3.35273 1.01064 1.34103
H 3.78632 0.70063 5.77068
O 3.02079 0.20902 5.36152
H 4.95928 1.77860 2.10586
H 5.67746 3.06680 2.20603
O 4.86315 2.70661 1.84817
H 2.18179 0.04149 3.64147
H 1.05864 0.82955 2.69048
O 1.17187 0.20728 3.47380
H -1.77371 0.60886 3.47319
H -0.65913 -0.34102 4.11289
O -1.58036 -0.29056 3.67060
H -2.21645 2.27439 -3.30030
H -3.62408 1.45963 -3.04832
O -2.94054 1.92929 -2.56879
H 4.37568 -1.28612 1.18445
H 5.35194 -2.32071 1.12712
O 5.26519 -1.39826 1.15120
H -2.66366 -0.54420 0.25455
H -1.34980 -1.49121 0.01943
O -2.30420 -1.27080 -0.16871
H -0.49753 -5.07251 2.04396
O -0.54828 -4.06338 2.08093
H -3.11735 -0.66024 -6.09982
H -3.92723 -0.94965 -4.77633
O -3.67487 -0.29447 -5.39078
H 0.99389 2.39225 0.48636
O 1.70783 1.74656 0.94904
H -0.11027 -3.74070 -0.15138
H -1.59019 -3.84386 -0.36703
O -0.75034 -3.45962 -0.89265
H 2.47700 -5.26436 -1.80361
H 1.76294 -6.39577 -1.12185
O 2.47871 -5.78970 -1.03489
H 0.32981 0.46767 0.58192
H -0.60481 -0.20284 1.62513
O -0.12087 -0.40467 0.80838
H 0.88113 1.17618 -3.63836
H 0.22249 0.18954 -2.79578
O 1.08547 0.65832 -2.92608
H -5.13231 -1.88899 1.04231
H -5.60384 -1.55702 2.44009
O -5.79536 -1.54786 1.59689
H 1.86852 4.61901 -4.70463
H 1.72851 5.31975 -3.41559
O 1.72448 4.53309 -3.72783
H 0.82957 -2.11651 -5.18763
H 0.08965 -1.92215 -6.63383
O 0.94560 -1.92806 -6.11929
H 1.30877 -1.27038 1.23252
H 0.96092 -2.56829 1.15580
O 1.68931 -1.98737 1.63921
H 2.89469 -2.55548 2.96691
H 3.40026 -3.80687 3.89682
O 3.73491 -3.06405 3.37365
H -0.92801 4.02773 3.66051
H -0.29660 2.80439 4.61762
O -0.93395 3.03318 4.08372
H -2.17259 2.11215 -4.77282
O -2.20340 2.18057 -5.78980
H 0.71295 3.25854 -3.94826
H -0.15965 2.48851 -5.02039
O -0.08062 2.64609 -4.07009
H -1.45037 -3.76742 2.28071
H 0.76639 -1.85750 4.81168
H 2.61029 2.07489 0.65506
H 2.63978 -0.55572 -2.02075
H 2.44066 -0.30043 5.74465
H -2.79919 1.48648 -6.00172
O 2.59872 3.81429 -0.57957
H 2.17654 3.75378 -1.36251
H 1.98667 4.16333 -0.02649
O 0.09570 -2.96939 -3.39238
H -0.70695 -3.54786 -3.49825
H 0.02283 -2.66203 -2.44771
O -2.89602 -5.31585 -1.11832
H -3.00771 -4.37092 -1.01292
H -2.33984 -5.38901 -1.90612
O -1.68552 5.08792 0.10654
H -1.88005 5.66269 -0.73069
H -1.05543 4.41623 -0.16290
O -0.28412 3.06533 -0.90939
H -0.43624 2.13901 -1.12661
H 0.31259 3.49108 -1.39881
O -4.17091 -1.55157 4.45940
H -3.57554 -0.82511 4.25440
H -3.60080 -2.18322 4.84306
O -0.92071 2.04685 1.31069
H -1.34192 2.87949 1.70208
H -1.47894 1.92468 0.47974
```

**Total charge**: 0

Here are the Löwdin charges for atoms 1 to 2, given in e: number 1, H, carries 0.093; number 2, H, carries 0.018



(two)
The following is a DFT calculation (wB97M-V/def2-TZVPD) of a 40-piece molecular cluster, H80O40 overall.

Geometry as XYZ:
```
120
H80O40 wB97M-V/def2-TZVPD
H -1.59582 -3.01452 -0.53940
H -0.68988 -3.12753 -1.85784
O -0.77600 -2.63947 -1.00116
H 2.58153 -1.44990 0.82030
H 1.32506 -2.46903 1.01434
O 1.96085 -1.87135 1.50509
H -2.83169 1.46308 -0.18824
H -3.54522 1.47824 -1.59496
O -3.28078 2.05302 -0.83270
H 5.52483 2.14158 -1.93476
H 5.56568 3.38570 -1.04718
O 5.31185 3.10398 -1.91765
H -2.88664 -4.01122 2.96924
H -1.86935 -5.20480 3.15394
O -1.91342 -4.24527 3.03757
H -3.38449 0.47562 5.73795
O -4.06780 1.05427 5.35400
H -2.33021 -5.11183 -3.98704
O -2.55855 -4.52621 -3.28943
H 1.50601 4.36022 -0.51567
H 2.39210 3.77626 0.73405
O 2.36334 4.15978 -0.03798
H 0.76441 -5.46078 1.18206
H 0.04794 -6.64247 0.71092
O 0.77442 -6.16253 0.42606
H 1.03919 2.77016 2.04427
H 2.13399 2.26279 2.96397
O 1.92126 2.70991 2.27258
H -0.98806 0.53962 -3.34672
H -1.04973 1.57428 -4.66356
O -1.50984 1.02034 -4.03384
H 3.89128 3.88899 -2.62908
O 3.13387 3.91637 -3.26545
H -2.33485 0.03329 1.80808
H -3.56692 -0.40425 2.40886
O -2.65304 -0.27592 2.68209
H -3.53622 -1.66109 0.34147
H -3.28524 -3.00063 -0.51120
O -3.29224 -2.17125 -0.31322
H -1.19414 -0.39016 -0.22630
H -0.95025 0.61003 0.92214
O -1.59660 0.36500 0.34917
H 0.14860 -0.06384 -6.61142
H 0.92614 0.82626 -5.73887
O -0.00545 0.28574 -5.78918
H 3.69822 1.57766 0.36377
H 3.95007 -0.07484 0.31649
O 3.60180 0.70482 0.75043
H 6.51219 -1.82643 -1.05749
H 5.24760 -2.41960 -0.80974
O 5.65093 -1.88872 -1.38985
H -5.16780 0.81959 0.09670
O -4.86181 0.31427 0.81956
H 0.62993 -3.51715 -4.16306
H 1.06896 -4.79548 -4.89007
O 1.18429 -4.11012 -4.11754
H -0.94284 -0.36925 4.55344
O -0.21546 -1.08237 4.38219
H 0.54987 5.34116 0.76564
H 0.35544 6.01347 2.00651
O 1.00879 5.43790 1.60904
H 1.25656 0.96980 1.44167
H 1.67031 -0.06383 0.33524
O 0.94020 0.63031 0.55492
H 4.13068 -0.82514 -1.34311
H 2.64787 -1.78547 -1.26655
O 3.25583 -0.98121 -1.10917
H 0.10856 1.67188 3.66928
H -0.12168 0.23182 3.13969
O -0.15263 1.12736 2.93542
H -3.38306 -1.36146 -1.78086
H -1.94676 -1.08121 -2.13256
O -2.81287 -1.14439 -2.63892
H -4.69743 1.28223 -2.84330
H -6.15056 1.14222 -2.96812
O -5.52336 1.03018 -2.29064
H 4.07509 -2.36297 2.50872
H 5.05652 -3.21243 3.34997
O 4.93337 -2.75883 2.53024
H -1.19230 3.58942 -1.23970
H -1.79862 3.08754 0.25067
O -1.10335 3.62352 -0.28478
H -2.45128 0.01926 -5.27389
H -4.08536 -0.21896 -5.37931
O -3.30475 -0.13915 -5.76493
H -0.19107 0.76128 6.73308
H -0.87404 -0.44427 6.62335
O -1.01440 0.43003 6.66380
H -0.08664 0.50774 -1.40703
O -0.14728 -0.54180 -1.75100
H -0.39621 -4.06592 1.10375
H -0.11632 -3.44535 2.42087
O 0.26769 -3.87002 1.68992
H -5.56631 -0.12974 1.13988
H -3.60081 1.45740 4.65704
H -0.63580 -1.73797 3.81149
H -1.78200 -4.18258 -3.03998
H 2.83594 4.72761 -3.07899
H 0.84802 -0.97557 -1.79981
O 4.69396 4.52989 1.13228
H 4.38406 4.44732 0.23478
H 3.88393 4.65952 1.72883
O 2.22513 -3.41512 -1.79294
H 2.73524 -3.37642 -2.63529
H 1.92390 -4.16660 -1.64182
O 2.77240 1.88451 4.56491
H 3.04017 2.86981 4.79013
H 3.25216 1.17308 4.83341
O 5.77030 1.14642 1.58606
H 5.09799 1.19864 2.30785
H 5.96734 0.11272 1.74614
O -0.97463 -2.40101 -4.15489
H -1.86606 -2.13405 -3.95250
H -0.45450 -1.51103 -4.18693
O -4.22302 3.80692 -2.47761
H -3.73676 3.98544 -3.23199
H -3.64760 3.36156 -1.88677
O -5.87735 1.56003 3.33065
H -5.20586 1.02213 3.87240
H -5.88209 1.12075 2.40401
```

**Total charge**: 0

Here are the Löwdin charges for atoms 1 to 2, given in e: number 1, H, carries 0.066; number 2, H, carries 0.049



(three)
The following is a DFT calculation (wB97M-V/def2-TZVPD) of a 40-piece molecular cluster, H80O40 overall.

Geometry as XYZ:
```
120
H80O40 wB97M-V/def2-TZVPD
H 2.33225 -4.21803 -1.94154
H 2.50628 -4.07916 -0.41971
O 2.96810 -3.86991 -1.22467
H 0.80807 0.78064 6.49044
H 2.15422 0.55050 5.84835
O 1.60827 1.21987 6.33699
H 2.91470 -0.93615 0.20189
H 3.44887 -1.65822 -1.02648
O 3.01033 -0.73190 -0.79180
H 3.06085 3.65655 2.64737
H 3.53588 4.41285 1.19058
O 3.87911 3.76462 1.91254
H -1.98031 4.40524 1.59025
H -3.35578 4.33276 1.13395
O -2.86585 4.84516 1.71726
H -3.67107 -0.54112 -2.61588
O -3.06675 -1.00440 -1.89542
H -1.46435 -0.25633 -4.30074
O -1.92241 0.47263 -3.74451
H -4.54605 -2.33207 4.55846
H -3.39225 -2.13098 3.55876
O -4.31253 -2.01600 3.63929
H 5.90806 -0.65417 -0.64347
H 6.68908 -0.53568 -1.86494
O 5.84636 -0.82242 -1.59633
H 1.35738 -4.05428 2.29566
H 2.23727 -4.91927 1.52493
O 1.25306 -4.68200 1.49535
H -0.20342 -2.86488 4.48800
H 0.32229 -4.14847 4.16389
O 0.51117 -3.44406 4.41661
H 1.46257 0.06857 -4.22401
O 0.71145 -0.61171 -4.20010
H -3.53170 -4.81171 1.50936
H -4.05271 -3.42788 1.77902
O -4.02252 -4.04868 1.05530
H 6.52343 -2.64291 0.58061
H 6.26065 -2.30582 1.87900
O 5.84741 -2.79877 1.12711
H 0.85394 4.67261 1.10549
H 1.32065 3.36936 0.52252
O 1.05940 3.71801 1.35904
H 4.60108 0.84410 -1.45168
H 4.12907 0.30289 -2.75103
O 4.32297 1.11066 -2.29568
H 3.64693 1.96014 -4.32058
H 2.52741 1.73664 -3.16263
O 2.81863 1.47675 -4.09379
H -2.80124 3.74696 -4.63100
H -2.96530 2.25028 -4.65841
O -3.18606 2.94537 -5.05414
H -0.66073 -1.08003 3.33886
O -0.13811 -1.15035 2.64663
H -2.76976 0.06774 3.98879
H -2.83105 -0.20954 5.61986
O -2.34139 -0.45979 4.78164
H -4.65087 2.45710 0.02091
O -3.75605 2.69907 0.38782
H 1.71210 -1.96858 4.93510
H 1.08721 -0.78733 4.27141
O 1.50476 -1.05525 5.08671
H 1.31600 -0.43644 -0.88438
H -0.14588 -0.24402 -1.16785
O 0.63088 0.07621 -1.30555
H 6.06257 1.43992 2.12920
H 5.11153 1.32283 1.06381
O 5.74693 0.73410 1.49346
H -0.20195 -6.08129 -0.85267
H 0.19773 -6.30277 0.58990
O -0.36644 -6.67599 -0.11434
H -1.10281 4.17589 -0.00190
H -1.09313 4.03115 -1.48481
O -0.81498 4.55118 -0.79377
H 1.71394 -2.31969 -4.34280
H 3.01431 -3.05788 -4.42553
O 2.08172 -3.07003 -4.43838
H 1.79786 0.22112 2.37309
H 1.34641 -0.38342 1.24051
O 2.04805 0.20406 1.42029
H 1.59850 2.12738 -1.36880
H 0.96722 3.50704 -1.98515
O 0.98394 2.38505 -2.08212
H -5.36164 2.10407 3.43545
H -4.51446 3.49292 3.31530
O -5.01872 2.87184 3.87967
H -5.31204 3.53710 -2.00281
H -4.08449 2.44059 -2.05122
O -4.90602 2.79769 -1.72063
H 0.17857 -6.18971 -2.44045
O 0.46748 -5.31200 -2.25107
H 0.32788 -3.04046 0.80110
H -0.83116 -2.69570 -0.37299
O -0.24439 -2.33297 0.45637
H -0.54209 -1.24430 1.73516
H -3.47776 -1.90964 -1.83829
H -3.32639 1.97331 0.26489
H -2.03322 0.27140 -2.75162
H 0.42635 -0.58046 -3.22987
H 0.46150 -4.91241 -3.06251
O -0.56802 2.80033 -4.70832
H -0.62001 1.92935 -4.33831
H -1.13935 2.98298 -5.51241
O -5.64550 -0.48990 -0.69461
H -6.47828 0.06131 -0.39294
H -5.77868 -1.25831 -0.06727
O -1.83484 1.34525 -1.10975
H -1.61581 1.04211 -0.23103
H -1.01559 1.74174 -1.68633
O -1.27888 3.62434 3.28949
H -1.49600 3.14856 4.00617
H -1.79064 4.45148 3.62182
O -0.33547 1.42966 1.51177
H 0.44521 1.07965 1.42850
H -0.63220 2.27723 1.31901
O 1.44976 4.67310 -3.60525
H 1.44078 5.04361 -4.43798
H 1.04388 3.88561 -3.72878
O -1.52295 -3.79201 -1.29247
H -2.35761 -3.64632 -0.96670
H -1.62457 -4.41466 -1.93049
```

**Total charge**: 0

Here are the Löwdin charges for atoms 1 to 2, given in e: number 1, H, carries 0.056; number 2, H, carries -0.018



(four)
The following is a DFT calculation (wB97M-V/def2-TZVPD) of a 40-piece molecular cluster, H80O40 overall.

Geometry as XYZ:
```
120
H80O40 wB97M-V/def2-TZVPD
H -3.11524 -0.51123 -0.30472
H -4.04604 -0.59295 1.06278
O -3.27883 -0.21349 0.61541
H 1.89967 2.71485 -2.57510
H 0.78984 2.29830 -3.36508
O 1.53513 1.86957 -2.92188
H 1.07229 -3.28964 4.34998
H 2.15845 -3.62922 3.46676
O 1.33739 -4.03566 3.78354
H -2.88464 4.61213 -2.37253
H -3.84844 5.09506 -1.13646
O -2.99440 4.68394 -1.41972
H 3.52987 1.86307 -2.72702
H 4.33812 0.98739 -1.75274
O 4.30948 1.88482 -2.16671
H -0.73561 -1.54006 -1.94246
O -1.71282 -1.77777 -2.00619
H 5.83472 -0.28812 -0.40422
O 5.31183 -0.86547 -0.95903
H -4.68335 -5.24828 -0.10234
H -3.86758 -4.28905 -0.84226
O -3.75663 -4.99804 -0.19793
H -1.62671 -0.89838 -5.29435
H -0.39372 -1.78391 -4.91565
O -1.19685 -1.29615 -4.53133
H -0.96433 -4.17919 1.10584
H -2.35844 -3.61991 1.13865
O -1.43145 -3.34068 1.03009
H -4.28557 -1.01196 3.48798
H -5.63083 -0.84489 2.86207
O -4.70331 -0.62476 2.70483
H -2.60523 1.25387 1.56509
O -2.25564 1.38944 2.49219
H 1.05732 -1.59349 1.09802
H 2.29511 -1.88454 1.75045
O 1.95174 -1.86037 0.84730
H -3.91933 -2.27807 2.22902
H -3.05508 -2.52067 3.42796
O -3.31691 -2.94402 2.60794
H 4.61399 -3.03518 1.21782
H 5.03970 -2.14555 0.17873
O 5.46366 -2.68071 0.90616
H -6.38975 0.44398 -1.06836
H -5.03128 0.13753 -1.47872
O -5.66871 0.88615 -1.54790
H 0.31603 -6.59507 -1.36873
H 0.55523 -5.07038 -1.28010
O 0.80589 -5.84278 -1.79163
H -0.34273 4.35728 0.39583
H 0.32027 3.29176 -0.51646
O 0.29841 3.57083 0.41763
H -5.56692 -1.75559 -1.37079
O -5.39639 -1.72040 -0.41260
H -0.81187 2.39857 3.22548
H 0.26653 1.51551 3.10007
O -0.19639 1.98267 3.86882
H -1.44303 5.41508 1.22458
O -2.36395 5.19472 1.07467
H 1.23289 -4.61780 -3.14456
H 1.57552 -3.02878 -3.00702
O 1.50246 -3.78560 -3.60251
H 2.13312 3.08898 -5.09484
H 1.43283 2.07115 -5.80470
O 1.26527 2.97905 -5.52244
H 3.25217 -2.00996 -0.92901
H 4.18871 -2.73908 -1.89378
O 3.24363 -2.60356 -1.69000
H 3.92117 4.89856 -3.22800
H 2.48875 4.71441 -2.62796
O 3.04112 4.52980 -3.38294
H 5.35816 0.64540 2.91331
H 5.04109 -0.47587 1.92177
O 4.70254 -0.02242 2.70525
H -2.79976 2.24123 -4.86346
H -1.62868 1.45538 -4.62905
O -2.46067 1.37388 -5.11263
H -0.91255 1.20889 -2.27678
H -1.41498 2.22605 -1.36211
O -0.91810 2.18871 -2.18823
H 3.00962 0.95469 5.90010
H 3.60903 0.33814 4.48746
O 3.62812 0.40564 5.44514
H 0.62758 1.37360 1.04929
H -0.30574 0.02795 1.09677
O 0.47168 0.47176 1.45217
H 0.90798 4.42877 4.30159
H 2.21808 4.87925 3.70595
O 1.35420 5.21205 3.96381
H 2.25674 -5.42488 -1.28635
O 2.73458 -4.92758 -0.62011
H 1.69784 -2.15472 -4.86866
H 1.00358 -3.31431 -5.36112
O 0.98081 -2.35938 -5.46509
H -5.59206 -2.66452 -0.30111
H -1.82945 -1.82216 -2.98853
H -2.52109 4.51840 0.39507
H 5.80182 -1.45294 -1.55900
H -3.04173 1.49390 3.04523
H 2.48371 -4.01138 -0.83071
O 0.28810 -1.26427 5.58732
H 0.18438 -0.32144 5.52029
H -0.50023 -1.65132 5.18657
O 1.58859 0.09123 -4.58093
H 1.42148 -0.73425 -5.05925
H 2.50962 -0.06581 -4.31507
O -4.48570 2.43428 4.47157
H -3.93182 3.06209 4.93070
H -4.62158 1.51243 4.75921
O -1.62328 -0.68006 3.78591
H -1.32732 -0.40095 2.90259
H -1.19313 0.07286 4.22718
O 0.99663 -1.10394 -2.53429
H 1.73798 -0.79173 -1.98117
H 0.62372 -0.47390 -3.20381
O 3.50155 3.41643 1.51803
H 4.15050 2.78971 1.84464
H 3.79605 4.19099 2.01001
O -2.27199 4.22182 3.57974
H -3.07787 3.68932 3.62424
H -2.30704 4.60466 2.66677
```

**Total charge**: 0

Here are the Löwdin charges for atoms 1 to 2, given in e: number 1, H, carries 0.040; number 2, H, carries -0.015



Most stable one: (four), least stable one: (two).